Entry from the OMol25 dataset: a cluster of 3 separate species, C8H9BN2O2 in total in a non-equilibrium geometry (ωB97M-V with the def2-TZVPD basis set).

- total energy (a.u.) = -595.0005
- molecular weight (g mol⁻¹) = 175.984
- multiplicity = 1
- orbital gap (Ha) = 0.2899
- energy relative to the best compared isomer or geometry (same formula, charge and spin) (eV) = 5.425

Cartesian coordinates (Å):
O (1.70380, 2.48509, 0.53853)
O (2.12293, -0.09605, 0.33541)
N (-2.97586, 2.15077, -0.19003)
N (-0.80340, 1.75350, 0.01710)
C (-2.74229, 0.78206, -0.04820)
C (2.66051, -0.76526, -0.82126)
C (-1.78740, 2.64278, -0.20127)
C (-3.36218, -1.55196, -0.08325)
C (-0.96130, -0.83448, -0.03389)
C (-3.76386, -0.23264, -0.14742)
C (-1.39422, 0.52747, 0.02000)
C (-1.93946, -1.83723, -0.03796)
B (0.61738, 2.07844, 0.28115)
H (-4.09949, -2.36227, -0.32100)
H (1.70302, -1.36178, -1.17461)
H (-1.60324, 3.68857, -0.07402)
H (2.87756, -0.11540, -1.67225)
H (2.87864, 0.04778, 1.66935)
H (-4.83932, 0.01544, 0.05807)
H (-1.53635, -2.85884, -0.08630)
H (3.41414, -1.55558, -0.58515)
H (0.05062, -1.12122, 0.22002)